# 1
83
Properties=species:S:1:pos:R:3 method="wB97M-V/def2-TZVPD" lumo_ev="2.435 / 2.434" s_squared=3.76 e_tot_ev=-120946.690 e_homo_ev="-4.300 / -4.288" charge=-1 multiplicity=4 homo_lumo_gap_ev="6.74 / 6.72"
Co 0.4920 -0.1261 0.5576
C 4.3654 1.3604 -1.0860
C 3.0774 0.6385 -0.8171
N 2.6491 0.3574 0.3631
O 3.4165 0.7379 1.4524
C 2.2177 0.2442 -1.8926
C 2.6450 0.3778 -3.3319
N 1.0291 -0.1987 -1.5681
O 0.2245 -0.5946 -2.4649
H 4.8873 1.5242 -0.1463
H 4.1415 2.3228 -1.5449
H 4.9999 0.7888 -1.7597
H 2.9097 0.2959 2.1932
H 3.1363 1.3334 -3.5123
H 1.7515 0.3007 -3.9527
H 3.3285 -0.4249 -3.6128
C 3.6002 -6.2832 3.2059
C 2.6002 -5.2105 2.8760
C 1.3807 -5.1549 3.5353
C 0.4285 -4.2129 3.1846
C 0.6945 -3.3102 2.1778
C 1.9162 -3.3279 1.5312
C 2.8633 -4.2739 1.8796
S -0.6433 -2.3371 1.4391
O -0.1897 -2.1335 0.0665
O -1.8040 -3.2051 1.5703
N -0.9185 -0.8984 2.0601
C -0.6311 -0.8619 3.4626
C 0.8958 -0.6306 3.6658
O 1.3557 -0.5197 4.7957
O 1.5479 -0.5712 2.5833
H 3.2694 -6.8743 4.0576
H 4.5716 -5.8510 3.4404
H 3.7316 -6.9546 2.3569
H 1.1573 -5.8804 4.3061
H -0.5382 -4.1981 3.6644
H 2.0903 -2.6081 0.7461
H 3.8061 -4.3110 1.3526
H -0.8932 -1.8085 3.9549
H -1.1966 -0.0628 3.9517
S 1.6758 3.6031 2.7315
C 0.6691 2.2162 2.4066
N 0.4753 1.9239 1.1631
C 1.0411 2.8649 0.3424
C 0.9248 2.9318 -1.0439
C 1.5592 3.9509 -1.7219
C 2.3016 4.9164 -1.0457
C 2.4074 4.8900 0.3324
C 1.7662 3.8707 1.0170
H 0.2890 1.6471 3.2288
H 0.3283 2.1890 -1.5401
H 1.4834 4.0049 -2.7994
H 2.7944 5.7026 -1.6010
H 2.9637 5.6430 0.8694
C -3.2586 2.0912 0.8809
N -3.8342 1.4646 -0.2978
C -4.9913 0.6510 0.0167
P -2.6124 0.7714 -1.2864
O -1.3756 0.6002 -0.5207
N -3.2539 -0.6159 -1.9571
C -3.0462 -1.8631 -1.2608
C -3.8654 -0.7289 -3.2529
N -2.4829 1.9035 -2.5210
C -3.4793 2.8900 -2.8374
C -1.5259 1.6233 -3.5671
H -2.8182 1.3587 1.5659
H -4.0401 2.6570 1.3923
H -2.4688 2.7671 0.5565
H -4.7688 -0.1494 0.7336
H -5.3732 0.2090 -0.9027
H -5.7668 1.2944 0.4462
H -2.5208 -1.6649 -0.3311
H -2.4269 -2.5435 -1.8473
H -4.0062 -2.3442 -1.0418
H -4.0177 0.2586 -3.6826
H -4.8420 -1.2258 -3.1680
H -3.2431 -1.3218 -3.9369
H -4.1909 2.9325 -2.0178
H -4.0112 2.6590 -3.7722
H -3.0082 3.8719 -2.9564
H -0.9173 0.7670 -3.2618
H -0.8780 2.4891 -3.7353
H -2.0217 1.3858 -4.5175


# 2
79
Properties=species:S:1:pos:R:3 method="wB97M-V/def2-TZVPD" lumo_ev=-2.141 e_tot_ev=-74476.579 e_homo_ev=-9.175 homo_lumo_gap_ev=7.03
C 5.1393 -2.2357 -0.8699
C 5.0489 -0.5664 -0.9075
N 4.1274 -0.0441 -1.9821
C 3.1733 1.0194 -1.4927
C 1.9794 0.5388 -0.4816
C 0.8703 1.6100 0.0588
C 0.8631 3.1965 -0.3360
P -0.4993 4.2895 0.4101
O -1.9323 3.9848 -0.2634
O -0.2019 6.0001 0.4099
O -0.6740 3.8372 2.1198
C 2.0701 3.6980 -1.3764
C 2.0083 5.2916 -1.8079
C 0.5948 5.5265 -2.6712
O 0.3270 6.8298 -2.9572
C 3.2254 2.6286 -1.9489
C 4.4288 3.1179 -3.0030
I 6.4598 2.5836 -2.2443
C 4.1740 2.5927 -4.5507
C 2.7456 1.8036 -4.7657
I 5.9086 1.4426 -5.3581
C -0.0890 0.6535 0.9656
O -1.1684 0.8696 1.7180
N 0.2528 -0.8513 0.9347
C -0.8450 -1.7694 0.4339
C -1.0161 -1.8189 -1.1960
C -1.6784 -0.4723 -1.8659
O -1.6268 -0.6074 -3.3597
C 1.5500 -0.9002 0.1601
O 2.0754 -2.1249 0.1097
H 4.6255 -2.6758 0.1129
H 4.5789 -2.6696 -1.8283
H 6.2483 -2.6275 -0.8443
H 4.7314 -0.1621 0.1690
H 6.1838 -0.2197 -1.0308
H 4.6164 0.2098 -2.8657
H 0.4131 6.1909 1.1949
H 0.2295 3.4588 2.3834
H 2.8626 5.6382 -2.5251
H 2.0724 6.0049 -0.8576
H -0.1249 4.6503 -2.9902
H 4.4826 4.3076 -3.0872
H 4.1203 3.5491 -5.2631
H 2.6995 0.7381 -4.2656
H 1.8349 2.4839 -4.4177
H 2.5966 1.6446 -5.9339
H -0.5487 -2.8752 0.7693
H -1.8893 -1.5662 0.9738
H -0.0433 -2.0914 -1.7907
H -1.7859 -2.7039 -1.4189
H -2.8375 -0.3706 -1.6177
H -1.1202 0.5270 -1.6230
H -1.6282 0.3627 -3.6618
C -5.5075 -0.7269 1.9664
C -6.4848 -1.5451 1.1626
C -5.5739 -2.2591 0.1878
O -4.3156 -2.4419 0.8516
C -4.3127 -1.6515 2.0485
H -5.8854 -0.4305 2.9482
H -5.2402 0.1811 1.4129
H -6.9809 -2.2748 1.8134
H -7.2555 -0.9487 0.6678
H -5.3950 -1.6525 -0.7063
H -5.9708 -3.2299 -0.1227
H -4.3981 -2.3351 2.9002
H -3.3668 -1.1090 2.1299
C -1.5888 -3.0322 4.0663
C -0.6709 -3.5508 5.1430
C -1.3956 -4.7964 5.6042
O -2.1110 -5.3056 4.4702
C -2.0923 -4.3121 3.4359
H -1.0961 -2.3695 3.3503
H -2.4236 -2.4862 4.5216
H 0.2973 -3.8221 4.7058
H -0.4931 -2.8367 5.9510
H -2.1279 -4.5642 6.3847
H -0.7129 -5.5625 5.9831
H -1.4133 -4.6609 2.6502
H -3.0935 -4.2047 3.0095


# 3
70
Properties=species:S:1:pos:R:3 method="wB97M-V/def2-TZVPD" lumo_ev="-7.667 / -7.819" de_lowest_kj_mol=23.5 s_squared=0.91 e_tot_ev=-81015.164 e_homo_ev="-14.351 / -14.506" charge=+2 multiplicity=2 homo_lumo_gap_ev="6.68 / 6.69"
Mn -0.3853 -0.2747 -0.5627
C 2.6504 -3.3698 1.7190
C 2.1641 -2.4003 0.6423
C 2.9238 -1.0741 0.7020
P 0.3500 -2.1105 0.7520
C -0.4788 -3.7422 0.7739
C -1.9913 -3.6100 0.9517
C -0.1289 -4.5128 -0.5017
C 0.0123 -1.2885 2.3221
C -0.2335 -1.9070 3.5394
C -0.6430 -1.1516 4.6309
C -0.8320 0.2179 4.4950
C -0.5766 0.8530 3.2893
C -0.1306 0.1005 2.2041
N 0.1018 0.6704 0.9150
C 0.6250 1.9958 0.8615
C 1.3883 2.5434 1.8955
C 1.8638 3.8393 1.7832
C 1.5946 4.6031 0.6540
C 0.8942 4.0429 -0.4046
C 0.4308 2.7376 -0.3160
P -0.2190 1.7623 -1.6707
C -1.4063 2.6870 -2.7022
C -2.0224 1.7564 -3.7512
C -2.4770 3.3258 -1.8174
C 1.2755 1.2227 -2.6235
C 1.6075 2.0242 -3.8771
C 1.1009 -0.2783 -2.8853
H 3.7264 -3.5121 1.6164
H 2.1839 -4.3513 1.6415
H 2.4657 -2.9712 2.7187
H 2.3137 -2.8489 -0.3454
H 2.7517 -0.5618 1.6511
H 2.6504 -0.3950 -0.1095
H 3.9937 -1.2657 0.6223
H -0.0659 -4.2738 1.6364
H -2.4562 -3.2041 0.0518
H -2.2610 -2.9924 1.8099
H -2.4215 -4.5984 1.1131
H -0.4626 -3.9734 -1.3917
H -0.6389 -5.4759 -0.4931
H 0.9390 -4.7094 -0.5933
H -0.1194 -2.9788 3.6414
H -0.8317 -1.6330 5.5806
H -1.1883 0.7988 5.3350
H -0.7493 1.9155 3.1910
H 1.6243 1.9627 2.7754
H 2.4527 4.2573 2.5883
H 1.9573 5.6194 0.5866
H 0.7256 4.6209 -1.3051
H -0.8296 3.4702 -3.2045
H -2.6004 0.9593 -3.2797
H -1.2783 1.3000 -4.4031
H -2.7021 2.3286 -4.3822
H -3.0818 2.5601 -1.3255
H -3.1481 3.9205 -2.4367
H -2.0567 3.9792 -1.0534
H 2.0914 1.3528 -1.9047
H 0.8333 1.9344 -4.6383
H 2.5401 1.6605 -4.3098
H 1.7438 3.0816 -3.6479
H 0.2269 -0.5033 -3.4976
H 1.0364 -0.8903 -1.9498
H 1.9786 -0.6968 -3.3810
C -3.4398 -0.2929 0.3388
C -2.1977 -0.5141 -0.4157
O -1.9669 -1.0851 -1.4687
H -4.2740 -0.8216 -0.1195
H -3.6368 0.7811 0.3697
H -3.2863 -0.6161 1.3697